1.
Entry from the Open Molecules 2025 dataset: a single C5H7N molecule at a distorted geometry (wB97M-V/def2-TZVPD).

Computed properties:
E_HOMO (alpha / beta): -8.0 / -8.2 eV
total energy: -6782.215 eV
spin multiplicity: 1
energy above the lowest of the compared OMol25 structures with the same formula, charge and spin: 607.6 kJ/mol
SMILES string: C/C=C/[C@H]1C=N1

Geometry (Å):
C: 1.79452 -0.82251 -0.21326
C: 0.29106 -0.70473 -0.21496
C: -0.58562 0.84227 -0.31076
C: -2.04127 0.92183 -0.51789
C: -2.93360 1.37980 0.53534
N: -2.70791 2.28894 -0.28705
H: 2.25230 0.12256 0.01874
H: 2.19272 -1.46510 0.70414
H: 2.17864 -1.38792 -1.07744
H: -0.23413 -1.40700 -0.76930
H: -0.13880 1.68695 -0.01127
H: -2.61417 0.41242 -1.30866
H: -3.49759 1.04230 1.45603

2.
Entry from the Open Molecules 2025 dataset: a gas-phase ion, C4H14N3 (charge +1) at a distorted geometry (wB97M-V/def2-TZVPD).

Computed properties:
E_HOMO: -13.9 eV
total energy: -8838.899 eV
total charge: +1
spin multiplicity: 1
energy above the lowest of the compared OMol25 structures with the same formula, charge and spin: 108.4 kJ/mol
SMILES string: NCC[C@H]([NH3+])CN

Geometry (Å):
N: 0.66944 1.86620 -0.65097
C: -0.78343 1.70632 -0.71891
C: -1.31399 0.24646 -0.71029
C: -0.61950 -0.70516 0.35678
N: 0.08872 0.07919 1.40201
C: 0.40248 -1.53043 -0.35286
N: 1.37938 -2.06273 0.63967
H: 1.14468 2.05899 -1.51735
H: 0.89911 2.63303 -0.02673
H: -1.17448 2.19180 -1.61226
H: -1.35821 2.18794 0.06937
H: -1.35473 -0.30083 -1.64047
H: -2.33178 0.33089 -0.31585
H: -1.35269 -1.28403 0.92256
H: -0.38652 0.78289 1.93119
H: 0.81697 0.61936 0.85712
H: 0.73037 -0.62313 1.83263
H: 1.07017 -0.89091 -0.92764
H: -0.09058 -2.35361 -0.86279
H: 2.32368 -1.95877 0.32859
H: 1.24091 -2.99346 0.99620

3.
Entry from the Open Molecules 2025 dataset: 2 unconnected molecules or ions with the total composition C14H28BINO5 at a distorted geometry (wB97M-V/def2-TZVPD).

Computed properties:
E_HOMO (alpha / beta): -7.9 / -9.4 eV
total energy: -35477.515 eV
expectation value of S²: 0.75
spin multiplicity: 2

Geometry (Å):
C: 3.78486 -0.02683 -2.69980
C: 2.57796 -0.18323 -1.74757
C: 2.91218 -1.35533 -0.80576
C: 1.33495 -0.51445 -2.58846
C: -0.04277 -0.07790 -2.03783
C: -0.65447 -1.08277 -1.05251
C: -0.16287 -1.03936 0.37145
O: 0.63871 -0.30069 0.88178
I: -1.14221 -2.55536 1.63708
B: -0.99640 -0.03617 -3.31779
O: -0.67873 0.83362 -4.31650
O: -2.09387 -0.88280 -3.51054
C: -0.01736 1.37138 -1.46696
C: 1.36584 2.02518 -1.36855
C: 1.75001 2.73965 -2.67646
C: 1.27723 3.09480 -0.25305
N: 2.40851 1.05932 -0.96176
O: 3.49873 1.58847 -0.57313
H: 3.71092 -0.75853 -3.49859
H: 3.87691 0.98007 -3.08611
H: 4.69378 -0.23747 -2.14498
H: 3.46562 -0.99334 0.05355
H: 2.03535 -1.91349 -0.49980
H: 3.55252 -2.04730 -1.34630
H: 1.46816 -0.12360 -3.59214
H: 1.31240 -1.59938 -2.68446
H: -1.73329 -0.96302 -0.98308
H: -0.49985 -2.10056 -1.40693
H: -1.33426 0.78861 -5.01462
H: -2.86404 -0.58395 -3.02922
H: -0.45752 1.36048 -0.47512
H: -0.61269 2.03770 -2.08242
H: 2.02332 2.05801 -3.47310
H: 0.86989 3.28290 -3.01356
H: 2.52665 3.46966 -2.48855
H: 1.98348 3.89886 -0.39910
H: 0.25624 3.46088 -0.19882
H: 1.49054 2.60928 0.69543
C: -4.32912 -2.00163 4.61815
C: -3.33008 -1.86576 5.75798
C: -3.20132 -0.42200 6.22016
O: -2.05884 -2.37964 5.36858
H: -3.99881 -1.41964 3.75324
H: -4.40987 -3.04228 4.30299
H: -5.31865 -1.64864 4.91293
H: -3.64965 -2.48686 6.59576
H: -2.83889 0.20680 5.40229
H: -2.48438 -0.34510 7.03753
H: -4.16009 -0.02614 6.55859
H: -1.74475 -1.85244 4.62608

4.
Entry from the Open Molecules 2025 dataset: 2 unconnected molecules or ions with the total composition C23H22Cl2N at a distorted geometry (wB97M-V/def2-TZVPD).

Computed properties:
E_HOMO: -11.1 eV
total energy: -50735.248 eV
total charge: +1
spin multiplicity: 1
energy above the lowest of the compared OMol25 structures with the same formula, charge and spin: 0.0 kJ/mol

Geometry (Å):
Cl: 7.15656 1.28858 0.86506
C: 5.62909 0.50447 0.85924
C: 4.50865 1.17258 1.33922
C: 3.29079 0.54998 1.33858
C: 3.12808 -0.77293 0.84770
C: 1.81509 -1.31003 0.87286
C: 1.23693 -2.54078 0.46717
C: -0.17291 -2.66224 0.59265
C: -0.83125 -3.80541 0.22991
C: -0.11774 -4.88661 -0.27427
Cl: -0.94814 -6.32039 -0.72531
C: 1.26480 -4.80524 -0.40750
C: 1.93194 -3.66304 -0.04602
C: 4.29026 -1.42265 0.36506
C: 5.50954 -0.79500 0.37699
H: 4.62531 2.17995 1.70419
H: 2.42949 1.07314 1.71764
H: 1.09160 -0.62312 1.28021
H: -0.73380 -1.82869 0.98043
H: -1.90140 -3.89259 0.32384
H: 1.78536 -5.66558 -0.79463
H: 2.99835 -3.64115 -0.13953
H: 4.23101 -2.41901 -0.02225
H: 6.40054 -1.28353 0.01848
C: -1.00443 3.63025 2.24708
C: -0.84563 2.95900 0.93083
C: 0.48698 2.96955 0.27639
N: -1.85831 2.41889 0.38432
C: -1.82280 1.78681 -0.85977
C: -3.15696 1.28032 -1.33268
C: -3.98210 2.08506 -2.10290
C: -5.19727 1.61120 -2.55718
C: -5.60422 0.33097 -2.23993
C: -4.79615 -0.47058 -1.45874
C: -3.58026 0.00189 -1.00483
H: -0.04813 3.99685 2.62507
H: -1.68463 4.48006 2.16313
H: -1.41822 2.93795 2.98273
H: 1.24227 3.41767 0.91918
H: 0.81526 1.96043 0.03793
H: 0.46181 3.54277 -0.64748
H: -1.42068 2.49049 -1.59931
H: -1.11455 0.95082 -0.80706
H: -3.65613 3.08143 -2.35273
H: -5.82682 2.23889 -3.16613
H: -6.55306 -0.03964 -2.59702
H: -5.11300 -1.46961 -1.20862
H: -2.94113 -0.62218 -0.40200

5.
Entry from the Open Molecules 2025 dataset: 3 unconnected molecules or ions with the total composition C5H11NO2 at a distorted geometry (wB97M-V/def2-TZVPD).

Computed properties:
E_HOMO (alpha / beta): -6.9 / -6.9 eV
total energy: -10942.465 eV
spin multiplicity: 1
energy above the lowest of the compared OMol25 structures with the same formula, charge and spin: 656.3 kJ/mol

Geometry (Å):
C: 0.04651 0.25442 0.46338
C: 0.08814 0.83808 -0.79566
C: 0.27277 -2.69176 -0.73075
C: -1.23411 -0.21858 1.07822
N: -0.19135 2.68426 -0.09032
C: 1.01530 -1.37652 -0.64532
O: 0.74762 3.12356 0.90640
O: 2.17054 -1.25438 -0.91379
H: 1.46008 3.54256 0.40847
H: -1.07323 2.88023 0.39323
H: 0.86099 0.47380 1.14775
H: -0.75265 0.68653 -1.46436
H: 1.03891 1.10903 -1.23548
H: -0.28637 -2.86015 0.18965
H: 0.96179 -3.51844 -0.92138
H: -0.44322 -2.63647 -1.55327
H: -1.99246 -0.44395 0.32843
H: -1.62300 0.53205 1.76900
H: -1.06625 -1.12425 1.66581

6.
Entry from the Open Molecules 2025 dataset: 10 unconnected molecules or ions with the total composition C46H106F12N6O14S at a distorted geometry (wB97M-V/def2-TZVPD).

Computed properties:
E_HOMO: -9.3 eV
total energy: -130448.004 eV
total charge: +2
spin multiplicity: 1

Geometry (Å):
C: 19.11424 -14.64750 -9.96677
N: 17.86467 -14.76655 -10.93669
C: 18.10498 -15.81503 -12.08231
C: 16.67165 -15.37136 -10.14448
C: 17.40572 -13.39301 -11.49604
C: 16.60635 -12.40748 -10.70715
O: 17.19683 -11.87210 -9.51744
H: 18.88819 -13.87792 -9.22870
H: 19.96095 -14.45075 -10.62440
H: 19.11348 -15.58887 -9.41732
H: 18.12710 -16.80966 -11.63700
H: 18.98083 -15.51078 -12.65538
H: 17.22884 -15.71442 -12.72290
H: 16.73755 -16.38864 -9.75865
H: 15.77391 -15.39916 -10.76205
H: 16.54160 -14.73868 -9.26648
H: 16.70480 -13.62029 -12.29925
H: 18.32882 -12.97476 -11.89734
H: 15.58895 -12.68664 -10.43318
H: 16.44233 -11.53296 -11.33676
H: 18.09207 -11.57424 -9.69471
C: 18.53336 -6.35521 -12.73843
N: 19.06904 -7.76912 -12.30279
C: 18.17353 -8.81269 -12.99310
C: 20.48389 -7.92315 -12.89294
C: 19.05842 -7.79361 -10.75955
C: 17.68743 -8.02581 -10.02673
O: 16.86827 -6.86609 -10.12499
H: 17.46851 -6.34662 -12.50577
H: 18.70912 -6.21703 -13.80526
H: 19.21864 -5.69927 -12.20155
H: 17.21387 -8.88917 -12.48191
H: 18.58276 -9.80513 -12.80421
H: 18.04318 -8.67014 -14.06584
H: 20.40461 -7.65839 -13.94732
H: 20.75781 -8.95373 -12.66714
H: 21.20295 -7.24846 -12.42837
H: 19.61315 -6.97024 -10.30962
H: 19.82103 -8.53594 -10.52402
H: 17.83912 -8.32448 -8.98949
H: 17.00043 -8.83180 -10.28464
H: 16.22331 -6.88658 -9.41422
C: 13.20612 -16.43071 -7.71256
N: 12.44425 -17.12788 -8.83818
C: 12.22401 -18.63053 -8.41237
C: 11.03451 -16.58362 -8.97979
C: 13.27390 -16.96668 -10.09016
C: 12.63795 -17.53267 -11.39945
O: 12.41719 -18.94167 -11.25227
H: 12.56194 -16.65797 -6.86316
H: 13.16868 -15.34399 -7.78841
H: 14.21085 -16.84436 -7.62579
H: 11.37113 -19.01959 -8.96855
H: 12.09845 -18.70284 -7.33204
H: 13.14668 -19.16147 -8.64666
H: 11.10662 -15.52721 -9.23844
H: 10.59674 -16.72868 -7.99217
H: 10.37787 -17.11049 -9.67213
H: 14.26637 -17.39878 -9.96206
H: 13.41865 -15.88636 -10.09675
H: 13.13825 -17.25988 -12.32864
H: 11.67809 -17.03102 -11.52241
H: 13.23516 -19.43832 -11.17575
C: 14.65553 -15.03703 -16.77836
N: 16.13175 -15.24541 -16.31542
C: 16.13769 -16.51373 -15.44114
C: 16.97783 -15.44861 -17.56607
C: 16.53513 -13.99745 -15.46913
C: 18.00648 -13.62463 -15.52307
O: 18.80543 -14.66865 -15.00972
H: 14.23874 -15.93458 -17.23529
H: 14.72473 -14.25967 -17.53929
H: 13.97279 -14.72647 -15.98746
H: 15.86983 -17.34214 -16.09696
H: 15.43003 -16.58156 -14.61489
H: 17.11501 -16.62173 -14.97074
H: 18.00746 -15.59882 -17.24140
H: 16.98616 -14.56398 -18.20283
H: 16.76680 -16.36888 -18.11074
H: 16.14697 -14.19364 -14.46966
H: 15.98232 -13.15470 -15.88416
H: 18.10138 -12.81549 -14.79893
H: 18.32142 -13.24591 -16.49542
H: 19.70019 -14.50778 -15.31815
C: 23.39138 -16.10631 -11.76918
N: 23.67382 -14.60928 -12.21733
C: 24.18419 -14.65187 -13.60517
C: 22.26737 -13.90386 -12.21110
C: 24.64007 -13.86762 -11.25828
C: 26.04312 -14.57564 -10.91724
O: 25.73457 -15.60917 -10.07504
H: 24.27672 -16.74114 -11.73335
H: 22.58471 -16.51569 -12.37727
H: 22.99871 -15.94052 -10.76598
H: 24.25897 -13.62643 -13.96705
H: 23.40549 -15.15550 -14.17793
H: 25.08616 -15.24339 -13.76221
H: 21.58071 -14.51076 -12.80125
H: 22.45089 -12.91941 -12.64154
H: 21.96873 -13.92910 -11.16312
H: 24.10415 -13.62157 -10.34157
H: 24.77128 -12.93569 -11.80818
H: 26.66901 -13.87323 -10.36680
H: 26.57622 -14.85056 -11.82735
H: 26.43909 -16.24905 -9.94923
C: 18.29297 -10.69769 -6.10134
C: 16.84582 -10.19995 -6.36614
C: 15.87717 -11.44733 -6.19583
N: 14.44756 -11.22740 -6.67260
C: 14.40765 -10.86098 -8.16134
C: 13.71432 -10.10547 -5.88538
C: 12.23628 -10.36049 -6.06659
C: 12.04648 -11.87211 -6.37336
C: 13.52484 -12.42739 -6.47299
H: 18.95477 -9.87459 -6.37079
H: 18.45945 -11.61343 -6.66861
H: 18.40158 -10.92058 -5.03990
H: 16.75372 -9.67592 -7.31746
H: 16.53010 -9.54201 -5.55649
H: 15.86999 -11.76430 -5.15296
H: 16.11934 -12.33861 -6.77468
H: 13.39539 -10.56350 -8.43505
H: 14.74491 -11.77358 -8.65278
H: 15.14043 -10.10522 -8.44413
H: 13.94143 -9.16371 -6.38498
H: 14.06274 -10.12063 -4.85268
H: 11.87124 -9.80947 -6.93332
H: 11.77413 -10.08300 -5.11920
H: 11.54361 -11.82325 -7.33920
H: 11.37051 -12.42106 -5.71776
H: 13.72131 -13.28612 -7.11493
H: 13.68321 -12.77106 -5.45079
C: 21.15757 -11.08203 -10.06995
O: 21.89089 -10.95931 -11.32542
O: 19.87255 -11.56600 -10.39504
C: 21.98473 -11.75693 -8.82763
F: 21.35688 -11.68179 -7.61930
F: 22.38756 -13.01830 -8.99217
F: 23.13404 -11.05985 -8.66555
C: 23.03504 -10.10309 -11.38148
C: 23.42534 -10.02553 -12.88242
H: 22.80797 -9.31041 -13.42607
H: 24.45004 -9.65762 -12.93466
H: 23.47163 -10.93578 -13.48025
H: 23.83303 -10.53179 -10.77522
H: 22.81912 -9.11080 -10.98545
H: 21.03894 -10.03924 -9.77567
C: 13.42191 -13.46091 -12.86169
O: 14.38084 -12.33069 -12.98451
O: 14.27525 -14.57946 -12.82335
C: 12.37730 -13.27469 -11.69574
F: 11.53803 -14.28388 -11.59683
F: 12.97640 -13.06841 -10.50192
F: 11.58816 -12.24953 -11.78846
C: 13.95734 -11.28481 -13.90993
C: 14.86502 -10.10479 -13.80306
H: 14.77194 -9.54205 -12.87421
H: 15.86138 -10.53401 -13.90860
H: 14.60948 -9.38236 -14.57824
H: 12.93365 -11.00643 -13.65960
H: 13.90824 -11.56901 -14.96108
H: 12.82170 -13.58095 -13.76361
C: 15.83085 -20.61909 -11.72610
O: 16.77029 -21.60087 -11.27056
O: 14.74664 -20.53689 -10.79220
C: 16.60409 -19.23691 -11.85635
F: 15.74395 -18.32096 -12.29115
F: 17.01295 -18.77725 -10.60048
F: 17.66864 -19.16050 -12.67885
C: 16.66349 -22.90421 -11.77057
C: 18.03676 -23.54767 -11.65858
H: 18.46377 -23.46071 -10.65948
H: 18.20576 -24.61122 -11.82706
H: 18.71963 -23.00514 -12.31236
H: 16.23381 -23.02943 -12.76445
H: 15.93758 -23.37890 -11.11039
H: 15.50973 -20.92013 -12.72328
C: 17.54341 -15.93458 -4.77546
F: 18.70589 -16.60757 -4.76283
F: 16.57673 -16.73561 -4.27901
F: 17.74700 -14.84569 -4.05443
S: 17.01570 -15.60270 -6.57368
O: 18.08578 -14.80397 -7.09530
O: 16.88104 -16.90312 -7.30084
O: 15.71240 -14.88094 -6.50013